{"formula": "C4H7O3Y", "method": "wB97M-V/def2-TZVPD", "relative_energy_kcal_mol": 39.92, "charge": 2, "total_energy_ev": -11421.3054, "e_lumo_ev": [-10.2442, -10.2548], "homo_energy_ha": [-0.61687, -0.61969], "species": ["H", "O", "C", "C", "O", "C", "C", "O", "Y", "H", "H", "H", "H", "H", "H"], "coordinates": [[-1.121, -2.092, 1.177], [1.101, -0.779, -0.787], [0.207, -1.657, -0.464], [-0.480, -1.268, 0.842], [-1.312, -0.188, 0.474], [-0.710, 0.609, -0.554], [-0.072, 1.808, 0.177], [1.311, 1.787, 0.260], [2.749, 0.433, -0.053], [0.520, -2.704, -0.584], [0.200, -0.925, 1.635], [-1.197, -0.423, -1.382], [-0.302, 0.791, -1.568], [-0.478, 1.906, 1.203], [-0.416, 2.704, -0.375]], "lowdin_charge": [0.156, -0.294, -0.130, -0.125, -0.058, -0.112, -0.220, -0.341, 2.012, 0.156, 0.142, 0.331, 0.168, 0.160, 0.155]}

---

{"formula": "CH6N3OS", "method": "wB97M-V/def2-TZVPD", "relative_energy_kcal_mol": 74.85, "charge": 1, "smiles": "NN[C@@]1([NH3+])OS1", "total_energy_ev": -18477.0944, "e_lumo_ev": -4.2918, "homo_energy_ha": -0.49171, "species": ["N", "N", "C", "N", "O", "S", "H", "H", "H", "H", "H", "H"], "coordinates": [[0.183, -1.520, 0.684], [0.911, -0.645, -0.180], [0.296, 0.575, -0.501], [-1.049, 0.698, 0.060], [0.958, 1.787, -0.451], [0.354, 1.629, -2.077], [0.463, -1.379, 1.596], [0.232, -2.530, 0.601], [1.846, -0.871, -0.513], [-0.945, 1.526, 0.675], [-1.969, 0.917, -0.537], [-1.280, -0.186, 0.643]], "lowdin_charge": [0.039, 0.010, -0.767, 0.180, -0.360, 0.947, 0.071, 0.122, 0.169, 0.179, 0.234, 0.175]}

---

{"formula": "C19H34Cl8FN3O3", "method": "wB97M-V/def2-TZVPD", "relative_energy_kcal_mol": 22.36, "smiles": "Fc1ccccc1.CNC(C)=O.CNC(C)=O.CNC(C)=O.ClCCl.ClCCl.ClCCl.ClCCl", "total_energy_ev": -133764.0711, "e_lumo_ev": -0.0506, "homo_energy_ha": -0.34127, "species": ["F", "C", "C", "C", "C", "C", "C", "H", "H", "H", "H", "H", "C", "N", "C", "C", "O", "H", "H", "H", "H", "H", "H", "H", "C", "N", "C", "C", "O", "H", "H", "H", "H", "H", "H", "H", "C", "N", "C", "C", "O", "H", "H", "H", "H", "H", "H", "H", "Cl", "C", "Cl", "H", "H", "Cl", "C", "Cl", "H", "H", "Cl", "C", "Cl", "H", "H", "Cl", "C", "Cl", "H", "H"], "coordinates": [[-2.499, -28.337, 15.518], [-2.239, -26.995, 15.821], [-0.937, -26.589, 16.135], [-0.733, -25.238, 16.374], [-1.789, -24.356, 16.384], [-3.101, -24.756, 16.065], [-3.326, -26.128, 15.880], [-0.157, -27.333, 16.072], [0.280, -24.871, 16.449], [-1.519, -23.345, 16.652], [-3.913, -24.045, 16.046], [-4.335, -26.508, 15.820], [-2.883, -7.635, 19.197], [-2.606, -6.819, 18.051], [-2.726, -7.212, 16.790], [-2.392, -6.226, 15.707], [-2.970, -8.361, 16.508], [-3.693, -7.196, 19.779], [-1.921, -7.699, 19.705], [-3.116, -8.685, 19.021], [-2.463, -5.829, 18.192], [-2.716, -5.208, 15.924], [-2.851, -6.556, 14.775], [-1.320, -6.171, 15.518], [-4.833, -15.995, 6.615], [-4.824, -16.432, 8.041], [-5.588, -17.413, 8.618], [-5.475, -17.588, 10.120], [-6.318, -18.119, 7.958], [-4.517, -14.956, 6.523], [-5.803, -16.236, 6.180], [-4.085, -16.524, 6.025], [-4.258, -15.881, 8.670], [-5.969, -16.772, 10.648], [-4.485, -17.643, 10.573], [-5.989, -18.505, 10.405], [1.561, -14.206, 10.501], [1.335, -12.766, 10.435], [0.156, -12.149, 10.237], [0.236, -10.679, 10.058], [-0.905, -12.748, 10.153], [0.793, -14.624, 9.850], [1.423, -14.592, 11.511], [2.614, -14.423, 10.322], [2.136, -12.207, 10.692], [0.594, -10.407, 9.065], [0.875, -10.144, 10.760], [-0.780, -10.308, 10.191], [2.953, -11.605, 16.824], [2.796, -9.866, 16.717], [2.943, -9.032, 18.287], [3.605, -9.492, 16.089], [1.783, -9.678, 16.361], [-1.686, -16.066, 16.801], [-2.545, -14.485, 16.584], [-3.901, -14.308, 17.709], [-1.882, -13.641, 16.768], [-2.908, -14.341, 15.566], [-5.210, -19.686, 21.109], [-4.223, -18.698, 22.184], [-4.258, -19.465, 23.791], [-3.213, -18.741, 21.775], [-4.634, -17.689, 22.205], [-7.797, -9.165, 12.868], [-7.153, -10.756, 12.480], [-8.490, -11.845, 12.034], [-6.426, -10.766, 11.668], [-6.696, -11.191, 13.369]], "lowdin_charge": [0.008, -0.234, -0.017, -0.101, -0.103, -0.062, -0.022, 0.114, 0.105, 0.098, 0.101, 0.113, -0.069, -0.004, -0.598, -0.007, 0.042, 0.086, 0.084, 0.087, 0.139, 0.074, 0.084, 0.083, -0.056, 0.001, -0.559, -0.013, 0.045, 0.076, 0.080, 0.072, 0.123, 0.078, 0.075, 0.080, -0.062, -0.009, -0.584, -0.014, 0.038, 0.087, 0.078, 0.082, 0.131, 0.088, 0.078, 0.086, 0.511, -1.039, 0.482, 0.024, 0.021, 0.460, -1.001, 0.490, 0.023, 0.028, 0.486, -1.018, 0.478, 0.024, 0.030, 0.502, -1.030, 0.474, 0.031, 0.023]}

---

{"formula": "C11H12N4O2S", "method": "wB97M-V/def2-TZVPD", "relative_energy_kcal_mol": 16.55, "smiles": "O=C(O)C[C@H](Cn1nn[nH]c1=S)c1ccccc1", "total_energy_ev": -32491.3201, "e_lumo_ev": 0.5741, "homo_energy_ha": -0.32305, "species": ["O", "C", "O", "C", "C", "C", "N", "N", "N", "N", "C", "S", "C", "C", "C", "C", "C", "C", "H", "H", "H", "H", "H", "H", "H", "H", "H", "H", "H", "H"], "coordinates": [[2.612, -1.458, 2.071], [2.461, -1.205, 0.895], [3.364, -0.545, 0.145], [1.104, -1.559, 0.276], [0.333, -0.328, -0.194], [0.087, 0.692, 0.942], [1.236, 1.647, 1.044], [1.951, 1.785, 2.178], [2.474, 2.960, 2.199], [2.142, 3.643, 1.082], [1.264, 2.836, 0.362], [0.309, 3.384, -0.870], [-0.996, -0.812, -0.691], [-1.978, -1.353, 0.147], [-3.256, -1.699, -0.361], [-3.535, -1.488, -1.708], [-2.540, -0.981, -2.545], [-1.282, -0.677, -2.053], [4.086, -0.334, 0.765], [0.522, -2.107, 1.021], [1.351, -2.241, -0.540], [0.903, 0.163, -1.020], [-0.075, 0.163, 1.886], [-0.831, 1.242, 0.786], [1.914, 4.639, 1.144], [-1.807, -1.486, 1.182], [-3.978, -2.174, 0.277], [-4.512, -1.696, -2.100], [-2.745, -0.740, -3.594], [-0.577, -0.272, -2.726]], "lowdin_charge": [0.086, -0.526, 0.109, -0.056, -0.265, -0.075, -0.094, 0.071, 0.012, 0.021, -0.842, 0.604, -0.213, -0.026, -0.062, -0.089, -0.076, -0.028, 0.135, 0.128, 0.138, 0.149, 0.138, 0.111, 0.149, 0.098, 0.096, 0.095, 0.110, 0.101]}

---

{"formula": "C42H75BClF5N10O6P2S", "method": "wB97M-V/def2-TZVPD", "smiles": "CC(=O)N(C)CCCCc1cc(B(N)O)c2c(c1Cl)Sc1cc(C(F)(F)C(F)(F)F)c(CCC(C)C)c(CCCC(=O)O)c1N2N.CN(C)P(=O)(N(C)C)N(C)C.CN(C)P(=O)(N(C)C)N(C)C", "total_energy_ev": -128140.2247, "e_lumo_ev": -1.4215, "homo_energy_ha": -0.30031, "species": ["C", "C", "O", "N", "C", "C", "C", "C", "C", "C", "C", "C", "B", "N", "O", "C", "C", "C", "Cl", "S", "C", "C", "C", "C", "F", "F", "C", "F", "F", "F", "C", "C", "C", "C", "C", "C", "C", "C", "C", "C", "C", "O", "O", "C", "N", "N", "H", "H", "H", "H", "H", "H", "H", "H", "H", "H", "H", "H", "H", "H", "H", "H", "H", "H", "H", "H", "H", "H", "H", "H", "H", "H", "H", "H", "H", "H", "H", "H", "H", "H", "H", "H", "H", "H", "H", "C", "N", "C", "P", "O", "N", "C", "C", "N", "C", "C", "H", "H", "H", "H", "H", "H", "H", "H", "H", "H", "H", "H", "H", "H", "H", "H", "H", "H", "C", "N", "C", "P", "O", "N", "C", "C", "N", "C", "C", "H", "H", "H", "H", "H", "H", "H", "H", "H", "H", "H", "H", "H", "H", "H", "H", "H", "H"], "coordinates": [[7.567, 1.855, 4.594], [7.282, 3.437, 4.762], [8.051, 4.299, 4.255], [6.082, 3.958, 5.503], [6.003, 3.126, 6.743], [4.855, 3.811, 4.643], [3.489, 4.191, 5.419], [2.211, 4.281, 4.431], [0.978, 3.301, 4.891], [0.955, 2.107, 3.817], [0.003, 2.031, 2.590], [0.071, 0.851, 1.545], [-0.973, 0.844, 0.276], [-2.424, 0.945, 0.659], [-0.557, 0.703, -1.097], [1.116, -0.316, 1.695], [2.025, -0.217, 2.984], [1.959, 0.941, 4.005], [3.169, 0.841, 5.399], [3.242, -1.629, 3.156], [3.803, -1.799, 1.378], [5.287, -2.023, 1.045], [5.730, -2.110, -0.465], [7.291, -2.292, -0.701], [7.648, -2.996, -1.873], [7.768, -3.092, 0.409], [8.049, -0.863, -0.555], [7.195, 0.169, -0.131], [9.169, -1.043, 0.299], [8.564, -0.533, -1.835], [4.644, -1.975, -1.561], [5.069, -2.021, -3.121], [4.770, -3.407, -3.850], [6.020, -4.215, -4.435], [7.253, -3.339, -4.964], [6.517, -5.394, -3.416], [3.128, -1.748, -1.179], [1.965, -1.554, -2.273], [0.899, -2.751, -2.320], [1.349, -4.018, -3.210], [1.866, -5.262, -2.320], [2.320, -6.286, -2.906], [1.820, -5.292, -0.889], [2.650, -1.654, 0.317], [1.236, -1.424, 0.706], [0.615, -2.593, 1.184], [8.375, 1.714, 3.783], [6.614, 1.344, 4.226], [7.918, 1.383, 5.576], [7.054, 3.038, 7.213], [5.645, 2.045, 6.566], [5.326, 3.630, 7.515], [5.023, 4.508, 3.738], [4.865, 2.743, 4.231], [3.659, 5.266, 5.813], [3.325, 3.460, 6.285], [1.821, 5.353, 4.292], [2.580, 3.948, 3.386], [0.040, 3.963, 4.817], [1.106, 2.917, 5.960], [-0.757, 2.865, 2.450], [-2.530, 1.297, 1.618], [-2.953, 1.498, -0.031], [-0.204, 1.541, -1.465], [6.019, -2.096, 1.919], [6.132, -1.624, -3.182], [4.402, -1.220, -3.627], [4.022, -3.268, -4.723], [4.266, -4.099, -3.070], [5.626, -4.798, -5.356], [7.023, -2.209, -5.055], [7.576, -3.713, -5.995], [8.186, -3.398, -4.286], [6.187, -6.434, -3.771], [7.666, -5.337, -3.286], [6.092, -5.239, -2.357], [2.348, -1.389, -3.335], [1.392, -0.597, -1.980], [-0.045, -2.327, -2.840], [0.587, -3.115, -1.285], [2.096, -3.752, -4.042], [0.401, -4.402, -3.751], [0.958, -5.739, -0.681], [-0.220, -2.718, 0.573], [0.231, -2.418, 2.136], [-4.598, 6.443, -0.281], [-4.280, 5.267, -1.083], [-2.884, 5.385, -1.515], [-5.316, 4.433, -2.197], [-4.630, 3.076, -1.952], [-6.755, 3.932, -1.357], [-7.102, 4.402, -0.028], [-7.078, 2.504, -1.435], [-6.113, 5.978, -2.572], [-7.534, 5.938, -2.980], [-5.413, 6.623, -3.711], [-4.707, 7.353, -0.885], [-3.803, 6.636, 0.447], [-5.491, 6.325, 0.323], [-2.737, 6.239, -2.182], [-2.554, 4.488, -2.045], [-2.214, 5.506, -0.658], [-6.342, 4.139, 0.715], [-8.056, 3.976, 0.305], [-7.279, 5.478, -0.023], [-6.480, 1.920, -0.723], [-6.905, 2.113, -2.439], [-8.134, 2.326, -1.210], [-7.706, 5.202, -3.771], [-7.860, 6.918, -3.345], [-8.202, 5.719, -2.148], [-5.498, 6.017, -4.620], [-4.350, 6.760, -3.504], [-5.819, 7.617, -3.910], [-5.503, -3.118, 2.072], [-4.339, -3.194, 1.197], [-3.340, -2.249, 1.699], [-4.315, -3.419, -0.521], [-2.955, -4.142, -0.495], [-5.163, -4.888, -0.909], [-5.973, -5.614, 0.052], [-4.420, -5.867, -1.710], [-5.854, -2.537, -0.629], [-6.772, -2.885, -1.735], [-5.568, -1.092, -0.812], [-6.084, -2.197, 1.929], [-5.195, -3.141, 3.123], [-6.174, -3.964, 1.973], [-3.688, -1.216, 1.625], [-2.404, -2.324, 1.138], [-3.091, -2.450, 2.746], [-5.389, -5.949, 0.915], [-6.431, -6.499, -0.405], [-6.824, -5.018, 0.382], [-3.730, -6.452, -1.089], [-3.848, -5.379, -2.501], [-5.101, -6.567, -2.205], [-6.255, -2.898, -2.699], [-7.596, -2.165, -1.795], [-7.259, -3.848, -1.586], [-5.052, -0.910, -1.760], [-4.935, -0.703, -0.011], [-6.487, -0.501, -0.790]], "lowdin_charge": [-0.020, -0.387, 0.037, -0.155, -0.125, -0.212, -0.198, -0.183, -0.162, -0.170, 0.022, 0.012, -0.490, 0.156, 0.054, -0.120, -0.380, -0.468, 0.598, 0.861, -0.359, 0.002, -0.024, -0.254, 0.064, 0.023, -0.318, 0.107, 0.087, 0.080, -0.031, -0.146, -0.169, -0.367, -0.105, -0.090, -0.006, -0.142, -0.173, -0.083, -0.382, 0.035, 0.012, -0.095, -0.173, 0.062, 0.096, 0.074, 0.085, 0.106, 0.074, 0.095, 0.140, 0.085, 0.122, 0.069, 0.109, 0.113, 0.110, 0.104, 0.101, 0.068, 0.073, 0.108, 0.111, 0.093, 0.110, 0.111, 0.105, 0.126, 0.078, 0.076, 0.072, 0.079, 0.073, 0.075, 0.102, 0.102, 0.122, 0.085, 0.099, 0.131, 0.131, 0.073, 0.099, -0.136, -0.308, -0.151, 0.771, -0.326, -0.348, -0.145, -0.156, -0.270, -0.126, -0.138, 0.077, 0.084, 0.049, 0.063, 0.068, 0.078, 0.087, 0.083, 0.063, 0.065, 0.073, 0.080, 0.089, 0.085, 0.070, 0.084, 0.063, 0.086, -0.135, -0.302, -0.152, 0.773, -0.322, -0.350, -0.147, -0.153, -0.267, -0.126, -0.139, 0.076, 0.084, 0.049, 0.045, 0.047, 0.083, 0.088, 0.082, 0.061, 0.079, 0.068, 0.077, 0.088, 0.083, 0.068, 0.089, 0.058, 0.071]}

---

{"formula": "C4H9NO", "method": "wB97M-V/def2-TZVPD", "relative_energy_kcal_mol": 167.82, "total_energy_ev": -7825.0427, "e_lumo_ev": [0.3945, 0.2680], "homo_energy_ha": [-0.27242, -0.29081], "species": ["C", "C", "O", "C", "C", "N", "H", "H", "H", "H", "H", "H", "H", "H", "H"], "coordinates": [[0.601, -1.110, -1.301], [-0.292, -0.850, 0.694], [0.802, -0.921, 1.467], [-0.656, 0.504, 0.128], [-0.778, 1.581, 1.084], [0.598, 0.832, -0.495], [1.241, -1.892, -0.886], [-0.321, -1.517, -1.733], [1.158, -0.604, -2.102], [-1.035, -1.612, 0.956], [1.393, -0.234, 1.070], [-1.520, 0.387, -0.546], [-0.074, 1.631, 1.910], [-1.568, 2.333, 1.043], [0.452, 1.472, -1.289]], "lowdin_charge": [-0.009, -0.179, -0.007, -0.610, 0.089, 0.045, 0.038, 0.038, 0.031, 0.134, 0.111, 0.137, 0.055, 0.052, 0.074]}